Density functional theory data (ωB97M-V with the def2-TZVPD basis set) for a molecular structure, C28H27F12N3O2SiTi.

Geometry as ORCA input:
```
! RIJCOSX wB97M-V def2-TZVPD def2/J DEFGRID3
* xyz -2 3
Ti -0.181 -0.495 0.617
C 3.061 5.901 0.160
C 2.713 4.433 0.167
C 3.687 3.445 0.116
C 3.339 2.113 0.135
C 1.996 1.652 0.197
N 1.715 0.317 0.224
C 2.700 -0.646 0.002
C 3.452 -0.606 -1.188
C 4.384 -1.564 -1.519
C 4.611 -2.638 -0.663
C 5.594 -3.725 -1.017
C 3.867 -2.698 0.502
C 2.906 -1.750 0.861
C 2.099 -1.892 2.178
O 0.785 -1.591 2.121
C 2.124 -3.370 2.713
F 3.330 -3.820 3.159
F 1.290 -3.530 3.748
F 1.726 -4.226 1.761
C 2.811 -1.000 3.248
F 4.128 -1.302 3.394
F 2.758 0.293 2.922
F 2.261 -1.123 4.470
C 0.996 2.676 0.298
C 1.396 4.010 0.271
C -0.500 2.331 0.482
O -0.958 1.269 -0.237
C -0.771 2.072 2.009
F -0.992 3.183 2.742
F -1.837 1.269 2.198
F 0.270 1.441 2.587
C -1.464 3.497 0.039
F -1.378 4.690 0.680
F -2.742 3.117 0.207
F -1.295 3.762 -1.261
H 4.096 6.051 -0.153
H 2.419 6.461 -0.525
H 2.949 6.351 1.152
H 4.739 3.713 0.069
H 4.125 1.371 0.126
H 3.267 0.215 -1.870
H 4.927 -1.489 -2.456
H 6.355 -3.350 -1.704
H 6.095 -4.112 -0.128
H 5.094 -4.567 -1.505
H 4.056 -3.540 1.154
H 0.652 4.788 0.342
N -0.591 0.791 -3.283
N 0.778 0.401 -3.069
H -1.053 -0.004 -3.707
H -1.029 0.963 -2.376
H 0.842 -0.248 -2.282
H 1.265 1.239 -2.773
C -2.141 -3.772 0.942
Si -1.415 -2.660 -0.454
C -0.190 -3.861 -1.322
C -2.879 -2.652 -1.719
C -3.423 -1.453 -2.187
C -4.481 -1.430 -3.091
C -5.032 -2.616 -3.554
C -4.514 -3.825 -3.100
C -3.457 -3.834 -2.199
H -2.162 -4.831 0.654
H -3.161 -3.475 1.201
H -1.520 -3.673 1.836
H -0.571 -4.890 -1.374
H 0.753 -3.878 -0.768
H 0.030 -3.529 -2.341
H -3.004 -0.518 -1.824
H -4.881 -0.483 -3.440
H -5.856 -2.605 -4.258
H -4.937 -4.761 -3.453
H -3.066 -4.789 -1.860
*
```

Calculated values
Largest force on an atom = 0.81 eV Å⁻¹
ΔE to the lowest compared entry with this formula, charge and spin = 13.42 kcal per mole
Kohn-Sham gap (alpha / beta) = 4.719 / 6.269 eV
Electronic energy = -3735.43432 Eh


Density functional theory data (ωB97M-V with the def2-TZVPD basis set) for C28H27N3O3 in the gas phase.

Geometry as ORCA input:
```
! RIJCOSX wB97M-V def2-TZVPD def2/J DEFGRID3
* xyz 0 1
C 3.773 -1.701 -3.461
H 2.918 -1.648 -4.143
O 4.040 -3.026 -3.069
C 3.083 -3.710 -2.389
C 3.412 -5.020 -2.026
C 2.512 -5.795 -1.325
C 1.272 -5.290 -0.973
C 0.934 -3.990 -1.335
C 1.841 -3.198 -2.042
H 1.563 -2.190 -2.300
C -0.361 -3.444 -0.978
C -1.014 -2.301 -1.376
C -2.228 -2.332 -0.650
N -2.283 -3.399 0.105
O -1.140 -4.094 -0.096
C -3.272 -1.274 -0.770
O -3.853 -1.095 -1.823
N -3.473 -0.507 0.329
C -2.625 -0.543 1.497
H -2.258 -1.553 1.671
C -1.467 0.435 1.293
N -1.995 1.770 1.072
C -2.897 1.805 -0.066
C -4.043 0.810 0.140
H -4.687 0.787 -0.740
H -4.627 1.074 1.024
H -3.303 2.815 -0.156
H -2.384 1.545 -1.009
C -0.962 2.811 1.021
C 0.089 2.501 -0.028
C -0.060 2.986 -1.322
C 0.821 2.617 -2.324
C 1.865 1.752 -2.047
C 2.031 1.272 -0.759
C 1.151 1.643 0.242
H 1.298 1.272 1.246
H 2.849 0.605 -0.527
H 2.551 1.461 -2.830
H 0.689 3.004 -3.324
H -0.870 3.666 -1.548
C -0.386 3.071 2.397
C 0.836 3.717 2.536
C 1.346 3.994 3.792
C 0.637 3.635 4.926
C -0.591 3.010 4.795
C -1.102 2.736 3.539
H -2.067 2.264 3.433
H -1.157 2.739 5.675
H 1.037 3.848 5.906
H 2.299 4.494 3.885
H 1.392 4.008 1.656
H -1.483 3.731 0.720
H -0.832 0.455 2.180
H -0.867 0.078 0.437
H -3.226 -0.235 2.357
H -0.706 -1.555 -2.077
H 0.563 -5.891 -0.426
H 2.778 -6.805 -1.051
H 4.381 -5.400 -2.308
H 3.589 -1.056 -2.596
H 4.668 -1.362 -3.980
*
```

Calculated values
Largest force on an atom = 1.38 eV Å⁻¹
ΔE to the lowest compared entry with this formula, charge and spin = 0.00 kcal per mole
Kohn-Sham gap = 8.960 eV
Electronic energy = -1473.13213 Eh
SMILES string = COc1cccc(-c2cc(C(=O)N3CCN(C(c4ccccc4)c4ccccc4)CC3)no2)c1


Density functional theory data (ωB97M-V with the def2-TZVPD basis set) for a molecular structure, C28H27N4Ru.

Geometry as ORCA input:
```
! RIJCOSX wB97M-V def2-TZVPD def2/J DEFGRID3
* xyz 0 2
Ru -0.486 0.908 -0.882
C 2.160 0.484 -2.549
C 2.483 -0.724 -1.668
C 2.454 -0.428 -0.190
C 3.571 -0.652 0.607
C 3.493 -0.404 1.967
C 2.297 0.048 2.498
C 1.231 0.252 1.636
N 1.311 0.040 0.320
N 0.719 0.762 -2.682
C 0.011 -0.248 -3.485
C -0.554 -1.371 -2.644
C -0.664 -2.649 -3.159
C -1.195 -3.658 -2.367
C -1.572 -3.352 -1.074
C -1.428 -2.046 -0.624
N -0.951 -1.059 -1.390
C 0.536 2.143 -3.181
C 0.808 3.125 -2.076
C 1.539 4.282 -2.260
C 1.719 5.152 -1.191
C 1.167 4.818 0.030
C 0.453 3.634 0.149
N 0.268 2.792 -0.875
H 2.599 0.343 -3.548
H 2.622 1.373 -2.116
H 3.477 -1.086 -1.937
H 1.788 -1.539 -1.880
H 4.484 -1.024 0.160
H 4.352 -0.573 2.604
H 2.181 0.233 3.556
H 0.261 0.582 1.992
H 0.660 -0.669 -4.264
H -0.822 0.248 -3.986
H -0.326 -2.850 -4.168
H -1.294 -4.665 -2.752
H -1.972 -4.100 -0.404
H -1.708 -1.752 0.378
H -0.512 2.237 -3.472
H 1.176 2.357 -4.050
H 1.959 4.494 -3.234
H 2.280 6.068 -1.316
H 1.280 5.456 0.896
H 0.004 3.333 1.086
C -2.401 0.620 1.307
C -2.510 -0.236 2.168
C -2.605 -1.237 3.171
C -1.936 -1.108 4.398
C -2.009 -2.102 5.359
C -2.747 -3.257 5.131
C -3.418 -3.398 3.923
C -3.352 -2.407 2.958
H -1.361 -0.210 4.585
H -1.484 -1.974 6.298
H -2.802 -4.032 5.884
H -4.006 -4.288 3.733
H -3.889 -2.518 2.023
C -2.234 1.600 0.298
H -2.043 2.589 0.720
H -3.064 1.644 -0.409
*
```

Calculated values
Largest force on an atom = 0.69 eV Å⁻¹
ΔE to the lowest compared entry with this formula, charge and spin = 3.78 kcal per mole
Kohn-Sham gap (alpha / beta) = 5.962 / 5.700 eV
Electronic energy = -1396.98296 Eh


Density functional theory data (ωB97M-V with the def2-TZVPD basis set) for C28H27N5O6 in the gas phase.

Geometry as ORCA input:
```
! RIJCOSX wB97M-V def2-TZVPD def2/J DEFGRID3
* xyz 0 1
C 3.434 1.913 -2.897
H 3.628 0.960 -3.404
O 3.281 1.725 -1.513
C 4.429 1.169 -0.902
H 4.762 0.283 -1.460
C 4.086 0.770 0.532
N 3.318 -0.469 0.559
C 3.948 -1.602 0.959
O 5.074 -1.590 1.414
C 3.229 -2.947 0.832
H 3.585 -3.565 1.663
H 3.537 -3.396 -0.116
O 1.811 -2.943 0.795
C 1.179 -2.262 1.758
O 1.745 -1.743 2.696
C -0.259 -2.115 1.502
C -0.851 -2.485 0.359
C -2.215 -2.125 0.014
N -2.832 -1.258 0.790
C -4.066 -0.845 0.461
C -4.709 0.095 1.296
C -5.959 0.549 0.985
C -6.622 0.091 -0.167
C -6.025 -0.819 -0.994
C -4.738 -1.309 -0.705
C -4.059 -2.241 -1.516
C -2.805 -2.649 -1.162
H -2.253 -3.355 -1.763
H -4.536 -2.612 -2.412
H -6.530 -1.176 -1.881
H -7.609 0.466 -0.391
H -6.452 1.267 1.625
H -4.190 0.431 2.180
H -0.292 -3.039 -0.382
H -0.818 -1.587 2.261
C 2.097 -0.421 -0.159
C 1.043 0.308 0.344
N 1.121 0.881 1.572
H 0.285 1.265 1.976
H 1.753 0.427 2.219
N -0.083 0.513 -0.414
C -0.248 -0.074 -1.657
O -1.258 0.063 -2.312
N 0.800 -0.834 -2.086
C 2.031 -1.032 -1.454
O 2.900 -1.680 -2.003
H 0.699 -1.243 -3.008
C -1.167 1.352 0.066
C -0.759 2.777 0.343
C -1.570 3.556 1.161
C -1.247 4.876 1.417
C -0.106 5.431 0.862
C 0.705 4.660 0.047
C 0.381 3.340 -0.217
H 1.029 2.751 -0.848
H 1.596 5.084 -0.389
H 0.149 6.460 1.064
H -1.886 5.472 2.052
H -2.461 3.123 1.592
H -1.627 0.890 0.947
H -1.918 1.339 -0.733
H 5.000 0.590 1.100
H 3.500 1.569 0.991
H 5.244 1.908 -0.899
H 2.500 2.336 -3.263
H 4.258 2.603 -3.116
*
```

Calculated values
Largest force on an atom = 0.91 eV Å⁻¹
Kohn-Sham gap = 7.302 eV
Electronic energy = -1808.50282 Eh
SMILES string = COCCN(C(=O)COC(=O)/C=C/c1ccc2ccccc2n1)c1c(N)n(Cc2ccccc2)c(=O)[nH]c1=O


Density functional theory data (ωB97M-V with the def2-TZVPD basis set) for a molecular structure, C28H27N7OV.

Geometry as ORCA input:
```
! RIJCOSX wB97M-V def2-TZVPD def2/J DEFGRID3
* xyz 2 2
V 1.073 -1.055 -0.392
C -0.782 -4.912 0.606
C 0.120 -3.999 0.091
N 0.018 -2.685 0.440
C -0.876 -2.383 1.456
C -1.807 -3.322 1.894
N -1.774 -4.589 1.463
C -0.718 -1.021 1.930
C -1.504 -0.316 2.834
C -1.201 1.015 3.169
C -0.013 1.562 2.633
C 0.816 0.775 1.856
N 0.379 -0.437 1.381
C 2.152 1.057 1.378
C 2.972 2.104 1.738
N 4.118 2.363 1.091
C 4.456 1.474 0.127
C 3.704 0.377 -0.203
N 2.526 0.154 0.399
C -2.014 1.792 4.146
C -2.501 1.199 5.318
C -3.225 1.953 6.224
N -3.560 3.229 5.995
C -3.135 3.787 4.860
C -2.307 3.140 3.961
H -0.728 -5.947 0.275
H 0.897 -4.294 -0.603
H -2.569 -3.121 2.641
H -2.395 -0.777 3.223
H 0.272 2.576 2.827
H 2.752 2.810 2.522
H 5.408 1.662 -0.352
H 4.050 -0.387 -0.904
H -2.303 0.177 5.551
H -3.615 1.514 7.131
H -3.461 4.813 4.703
H -1.898 3.714 3.147
C -1.740 -1.723 -3.234
C -1.390 -0.277 -3.424
C -2.031 0.426 -4.448
C -1.821 1.793 -4.627
C -0.996 2.451 -3.724
C -0.361 1.803 -2.677
C 0.400 2.603 -1.657
C -0.452 0.375 -2.560
N 0.396 -0.320 -1.713
H -2.658 -2.009 -3.763
H -1.836 -1.944 -2.143
H -0.877 -2.337 -3.607
H -2.700 -0.133 -5.075
H -2.285 2.328 -5.442
H -0.868 3.517 -3.791
H 0.242 3.686 -1.754
H 1.495 2.433 -1.755
H 0.093 2.303 -0.634
C 2.812 -1.402 -3.893
C 2.476 -2.603 -3.048
O 2.528 -2.250 -1.635
H 2.579 -1.613 -4.920
H 3.893 -1.121 -3.859
H 2.170 -0.558 -3.578
H 3.217 -3.421 -3.211
H 1.463 -3.017 -3.250
H 2.924 -2.989 -1.138
*
```

Calculated values
Largest force on an atom = 2.41 eV Å⁻¹
Kohn-Sham gap (alpha / beta) = 5.892 / 5.717 eV
Electronic energy = -2485.22039 Eh


Density functional theory data (ωB97M-V with the def2-TZVPD basis set) for 4 unconnected molecules or ions with the total composition C28H27O13S.

Geometry as ORCA input:
```
! RIJCOSX wB97M-V def2-TZVPD def2/J DEFGRID3
* xyz 1 1
C -1.484 1.917 -3.531
C -0.229 1.767 -2.668
C -0.258 2.550 -1.324
S -1.870 3.144 -0.737
O -0.030 0.395 -2.489
C 1.321 0.020 -2.130
C 1.275 -0.650 -0.770
C 0.728 -1.905 -0.688
C 0.653 -2.477 0.560
C 1.112 -1.811 1.663
C 1.687 -0.580 1.563
C 1.770 0.014 0.322
H -2.273 1.351 -3.028
H -1.769 2.961 -3.666
H -1.281 1.409 -4.470
H 0.615 2.177 -3.239
H 0.368 3.442 -1.382
H 0.145 1.958 -0.498
H -2.626 3.690 -1.748
H -2.539 2.180 -0.075
H 2.014 0.864 -2.142
H 1.627 -0.716 -2.876
H 0.346 -2.429 -1.554
H 0.200 -3.450 0.696
H 1.021 -2.263 2.645
H 2.060 -0.024 2.414
H 2.205 0.996 0.166
C -2.542 -6.096 -2.038
C -2.621 -7.419 -2.243
C -1.491 -8.342 -1.883
O -1.635 -9.532 -2.077
C -0.279 -7.759 -1.325
C -0.201 -6.438 -1.126
C -1.343 -5.519 -1.460
O -1.221 -4.324 -1.237
O 0.891 -5.859 -0.623
O -3.693 -7.996 -2.769
H -3.349 -5.424 -2.290
H 0.535 -8.429 -1.087
H 0.697 -4.905 -0.582
H -3.495 -8.952 -2.806
C -4.890 8.569 -2.261
C -4.869 7.257 -2.526
C -3.689 6.403 -2.169
O -3.749 5.201 -2.426
C -2.545 7.026 -1.549
C -2.558 8.344 -1.283
C -3.750 9.202 -1.615
O -3.703 10.379 -1.331
O -1.539 8.962 -0.720
O -5.888 6.635 -3.118
H -5.735 9.195 -2.511
H -1.695 6.401 -1.313
H -1.800 9.902 -0.636
H -5.635 5.698 -3.199
C 4.265 -3.207 6.034
C 4.191 -2.826 4.754
C 4.721 -1.500 4.292
O 4.634 -1.230 3.106
C 5.304 -0.608 5.279
C 5.377 -0.986 6.563
C 4.870 -2.324 7.022
O 4.983 -2.611 8.197
O 5.898 -0.211 7.506
O 3.646 -3.590 3.807
H 3.888 -4.160 6.378
H 5.667 0.350 4.936
H 5.832 -0.718 8.339
H 3.725 -3.083 2.976
*
```

Calculated values
Largest force on an atom = 2.05 eV Å⁻¹
Kohn-Sham gap = 6.843 eV
Electronic energy = -2459.15151 Eh


Density functional theory data (ωB97M-V with the def2-TZVPD basis set) for a molecular structure, C28H28AsBr4N3O3S3Ti.

Geometry as ORCA input:
```
! RIJCOSX wB97M-V def2-TZVPD def2/J DEFGRID3
* xyz -1 2
Ti -0.933 0.185 -0.036
C 1.690 -0.496 -2.320
C 1.360 0.250 -1.069
N 1.048 -0.507 -0.021
N 1.630 -0.152 1.212
C 0.887 -0.339 2.246
S -0.777 -0.810 2.223
S 1.704 -0.041 3.813
C 1.354 1.749 3.949
C 2.570 2.603 3.725
C 3.162 3.268 4.792
C 4.306 4.035 4.609
C 4.870 4.145 3.348
C 4.288 3.477 2.277
C 3.152 2.708 2.464
C 1.621 1.691 -0.975
C 2.587 2.339 -1.749
C 2.780 3.704 -1.646
C 1.986 4.444 -0.767
C 1.001 3.835 -0.015
C 0.792 2.455 -0.126
O -0.197 1.869 0.521
H 1.119 -1.424 -2.379
H 2.751 -0.762 -2.269
H 1.529 0.099 -3.220
H 0.948 1.930 4.944
H 0.573 1.950 3.214
H 2.725 3.181 5.781
H 4.754 4.545 5.453
H 5.766 4.735 3.201
H 4.719 3.553 1.286
H 2.722 2.161 1.634
H 3.208 1.756 -2.419
H 3.542 4.192 -2.240
H 2.132 5.514 -0.683
H 0.372 4.397 0.662
Br -7.125 -2.737 -1.318
C -5.757 -1.619 -0.645
C -6.067 -0.475 0.069
Br -7.864 -0.045 0.470
C -5.044 0.382 0.495
Br -5.378 1.977 1.444
C -3.714 0.108 0.197
O -2.715 0.893 0.498
C -3.387 -1.102 -0.484
O -2.093 -1.324 -0.675
C -4.412 -1.936 -0.905
Br -3.926 -3.490 -1.864
C 0.237 -6.061 -0.507
As -0.096 -4.148 -0.513
C -1.589 -4.103 0.706
C 1.413 -3.539 0.534
S -0.185 -3.635 -2.549
H 0.240 -6.449 0.513
H 1.206 -6.234 -0.973
H -0.536 -6.550 -1.097
H -1.184 -4.436 1.663
H -2.345 -4.797 0.347
H -1.990 -3.101 0.799
H 1.858 -4.426 0.984
H 1.071 -2.852 1.303
H 2.126 -3.033 -0.109
C -3.165 -0.770 -4.520
C -1.694 -0.356 -4.464
C -1.391 0.341 -3.221
N -1.199 0.838 -2.207
H -3.374 -1.228 -5.486
H -3.821 0.090 -4.390
H -3.381 -1.495 -3.739
H -1.422 0.304 -5.290
H -1.039 -1.231 -4.490
*
```

Calculated values
Largest force on an atom = 1.09 eV Å⁻¹
Kohn-Sham gap (alpha / beta) = 6.671 / 6.574 eV
Electronic energy = -16049.82470 Eh


Repeat the third record exactly.
Density functional theory data (ωB97M-V with the def2-TZVPD basis set) for a molecular structure, C28H27N4Ru.

Geometry as ORCA input:
```
! RIJCOSX wB97M-V def2-TZVPD def2/J DEFGRID3
* xyz 0 2
Ru -0.486 0.908 -0.882
C 2.160 0.484 -2.549
C 2.483 -0.724 -1.668
C 2.454 -0.428 -0.190
C 3.571 -0.652 0.607
C 3.493 -0.404 1.967
C 2.297 0.048 2.498
C 1.231 0.252 1.636
N 1.311 0.040 0.320
N 0.719 0.762 -2.682
C 0.011 -0.248 -3.485
C -0.554 -1.371 -2.644
C -0.664 -2.649 -3.159
C -1.195 -3.658 -2.367
C -1.572 -3.352 -1.074
C -1.428 -2.046 -0.624
N -0.951 -1.059 -1.390
C 0.536 2.143 -3.181
C 0.808 3.125 -2.076
C 1.539 4.282 -2.260
C 1.719 5.152 -1.191
C 1.167 4.818 0.030
C 0.453 3.634 0.149
N 0.268 2.792 -0.875
H 2.599 0.343 -3.548
H 2.622 1.373 -2.116
H 3.477 -1.086 -1.937
H 1.788 -1.539 -1.880
H 4.484 -1.024 0.160
H 4.352 -0.573 2.604
H 2.181 0.233 3.556
H 0.261 0.582 1.992
H 0.660 -0.669 -4.264
H -0.822 0.248 -3.986
H -0.326 -2.850 -4.168
H -1.294 -4.665 -2.752
H -1.972 -4.100 -0.404
H -1.708 -1.752 0.378
H -0.512 2.237 -3.472
H 1.176 2.357 -4.050
H 1.959 4.494 -3.234
H 2.280 6.068 -1.316
H 1.280 5.456 0.896
H 0.004 3.333 1.086
C -2.401 0.620 1.307
C -2.510 -0.236 2.168
C -2.605 -1.237 3.171
C -1.936 -1.108 4.398
C -2.009 -2.102 5.359
C -2.747 -3.257 5.131
C -3.418 -3.398 3.923
C -3.352 -2.407 2.958
H -1.361 -0.210 4.585
H -1.484 -1.974 6.298
H -2.802 -4.032 5.884
H -4.006 -4.288 3.733
H -3.889 -2.518 2.023
C -2.234 1.600 0.298
H -2.043 2.589 0.720
H -3.064 1.644 -0.409
*
```

Calculated values
Largest force on an atom = 0.69 eV Å⁻¹
ΔE to the lowest compared entry with this formula, charge and spin = 3.78 kcal per mole
Kohn-Sham gap (alpha / beta) = 5.962 / 5.700 eV
Electronic energy = -1396.98296 Eh


Q: Look up the largest force on an atom of the second one.
A: 1.38 eV Å⁻¹